Entry 1:
{
  "formula": "C11H11ClOS",
  "method": "wB97M-V/def2-TZVPD",
  "elements": ["Cl", "S", "O", "C", "C", "C", "C", "C", "C", "C", "C", "C", "C", "C", "H", "H", "H", "H", "H", "H", "H", "H", "H", "H", "H"],
  "coordinates": [[5.21620, -0.00995, -0.33128], [-2.01664, -2.60345, -0.46192], [-0.84657, 0.35733, 2.63382], [3.47496, -0.06655, -0.13597], [-3.02205, 0.46892, -0.91687], [-1.00787, 0.70981, 1.49535], [-0.81096, -0.10095, 0.25995], [2.83167, -1.25756, 0.19175], [1.45096, -1.24932, 0.39939], [1.36771, 1.07726, -0.19783], [-1.49081, 0.47189, -0.96546], [0.68702, -0.11122, 0.11562], [2.73014, 1.13746, -0.33848], [-1.39004, -1.61725, 0.57408], [-3.52548, -0.46965, -1.16212], [-1.07376, -1.86180, 1.68209], [-1.26303, -0.08011, -1.81383], [-3.34129, 1.44314, -1.49717], [3.10497, 2.16279, -0.49711], [0.63502, 1.96966, -0.32062], [-1.44155, 1.73260, 1.25644], [-1.12133, 1.56245, -1.15629], [3.42216, -2.11819, 0.37394], [-3.42865, 0.58616, 0.13124], [0.85926, -2.13350, 0.68126]],
  "forces_ev_per_a": [[-0.49, -0.11, 0.09], [-0.63, -0.96, -0.76], [0.24, -0.08, -0.43], [-0.57, 1.25, -0.45], [-1.13, 2.49, 1.02], [-1.73, 1.34, 0.61], [-0.66, -2.62, -0.13], [-0.27, 1.29, 0.32], [-0.91, 0.03, -0.68], [-2.72, 0.72, -0.13], [-0.67, 2.46, 0.95], [1.58, -0.70, 0.12], [0.39, -0.15, 0.50], [2.86, 2.55, 2.70], [0.35, 0.39, -0.91], [-1.07, 0.20, -2.04], [1.06, -1.05, -1.58], [-0.03, -2.36, 0.88], [0.57, -1.03, -0.10], [2.03, -1.18, 0.07], [0.51, -0.39, 0.36], [-0.64, -1.92, 0.39], [0.36, -0.74, 0.07], [0.61, 0.39, -0.75], [0.98, 0.18, -0.12]],
  "lowdin_charge": [0.641, 0.802, 0.086, -0.634, -0.128, -0.238, -0.438, -0.082, -0.004, -0.044, -0.243, -0.191, -0.088, -0.607, 0.030, 0.111, 0.083, 0.113, 0.118, 0.140, 0.151, 0.136, 0.096, 0.085, 0.104],
  "lumo_ha": -0.0193
}

---

Entry 2:
{
  "formula": "C11H11N",
  "method": "wB97M-V/def2-TZVPD",
  "elements": ["N", "C", "C", "C", "C", "C", "C", "C", "C", "C", "C", "C", "H", "H", "H", "H", "H", "H", "H", "H", "H", "H", "H"],
  "coordinates": [[0.76500, 1.87265, -0.36026], [-0.90837, 0.10562, 0.03003], [-2.68855, 0.74365, 1.48880], [1.87056, -2.12602, -1.42136], [1.18151, -0.84490, -0.88351], [-1.05252, 2.40364, 0.97414], [-2.12963, -0.17690, 0.72830], [-0.31690, 1.47166, 0.16528], [-0.23780, -0.90570, -0.56452], [-2.18403, 2.06983, 1.56416], [1.71966, 0.50220, -1.48434], [2.00895, -1.72806, 0.05945], [-0.69697, 3.43342, 0.93201], [-2.41495, -1.18527, 0.81522], [-3.70059, 0.59763, 2.08840], [1.26784, 0.93535, -2.38647], [2.82873, 0.56181, -1.37683], [-0.65610, -1.97086, -0.37293], [2.74324, -1.99053, -2.09319], [1.13097, -2.96979, -1.61628], [-2.65999, 2.79393, 2.33037], [2.84532, -1.22977, 0.63182], [1.28460, -2.36361, 0.75172]],
  "forces_ev_per_a": [[2.74, -1.51, -1.79], [0.73, -0.31, -0.64], [-3.81, 0.10, 1.89], [-0.51, 0.07, 0.82], [1.22, 0.68, -2.12], [0.28, 1.74, -0.58], [0.47, 0.10, 0.25], [0.35, -1.51, -1.02], [-0.88, -1.37, 1.54], [-0.77, 1.75, 2.41], [-2.37, 0.63, 3.52], [-1.49, -0.41, 1.18], [0.12, -0.29, 0.42], [-0.67, -1.14, -0.33], [2.37, -0.24, -1.28], [0.38, -0.85, 0.15], [-1.09, 0.56, -0.01], [0.55, 1.78, -0.76], [-0.87, -0.23, 0.47], [1.45, 1.05, 0.13], [0.58, -1.12, -1.71], [-0.65, -0.97, -1.19], [1.88, 1.47, -1.33]],
  "lowdin_charge": [0.156, -0.158, -0.117, -0.084, -0.479, -0.068, -0.077, -0.347, -0.002, -0.113, 0.078, -0.090, 0.114, 0.096, 0.145, 0.082, 0.094, 0.150, 0.105, 0.119, 0.137, 0.121, 0.137],
  "lumo_ha": [-0.0069, -0.0070]
}

---

Entry 3:
{
  "formula": "C11H11N3",
  "method": "wB97M-V/def2-TZVPD",
  "elements": ["N", "N", "N", "C", "C", "C", "C", "C", "C", "C", "C", "C", "C", "C", "H", "H", "H", "H", "H", "H", "H", "H", "H", "H", "H"],
  "coordinates": [[-1.36698, 0.03321, -2.91201], [-0.91768, 1.50333, 0.43347], [0.33189, -2.24703, 1.11844], [1.26025, -1.17285, 1.21195], [-1.70636, 0.72815, -1.86191], [1.14051, -0.16096, 0.32295], [0.59009, -0.84385, -1.97977], [-0.94818, 0.86534, 1.64946], [-1.10586, -0.40253, 2.05133], [0.26139, -0.14845, -0.81476], [2.04259, 0.97197, 0.43208], [-0.30183, -0.58784, -3.07611], [-0.83284, 0.68048, -0.82716], [-0.80317, -1.75877, 1.44218], [1.48514, -1.44685, -1.93475], [-1.30200, 2.44978, 0.38968], [2.10544, -1.31083, 1.86585], [-1.01412, 1.65771, 2.48550], [-2.59885, 1.28940, -1.86950], [-1.68571, -2.44220, 1.46925], [-1.45073, -0.37822, 3.13826], [1.50691, 1.95105, 0.18623], [2.46009, 1.13977, 1.42237], [-0.07351, -1.30390, -4.00877], [2.92353, 0.93409, -0.33426]],
  "forces_ev_per_a": [[-3.93, 1.64, -2.79], [-0.19, -1.18, -2.28], [-0.11, 1.28, 0.81], [0.01, -0.31, -2.65], [1.13, -0.12, 0.69], [1.84, -1.68, 2.20], [-1.15, 1.48, 0.36], [-1.44, 2.22, 1.67], [0.01, -0.43, 1.25], [0.27, -0.99, -1.76], [1.92, 3.00, -1.72], [4.95, -5.56, -0.40], [-0.17, 2.43, 3.82], [-2.13, -0.34, 0.93], [-0.08, -0.20, -0.58], [0.29, -0.82, -0.01], [0.02, 0.29, 0.33], [-0.14, -1.31, -1.32], [-0.95, 0.53, 0.03], [0.73, 0.30, -0.20], [0.67, -0.72, -1.46], [0.62, -1.28, 0.22], [0.11, -0.33, 0.07], [-0.86, 2.12, 1.53], [-1.40, -0.04, 1.24]],
  "lowdin_charge": [0.044, 0.042, 0.076, -0.107, -0.073, -0.331, 0.051, -0.193, -0.088, -0.179, -0.068, -0.178, -0.137, -0.166, 0.119, 0.143, 0.124, 0.143, 0.108, 0.111, 0.117, 0.100, 0.078, 0.145, 0.119],
  "lumo_ha": 0.0212
}

---

Entry 4:
{
  "formula": "C11H11N4O10S2W",
  "method": "wB97M-V/def2-TZVPD",
  "elements": ["W", "S", "S", "O", "O", "O", "O", "O", "O", "O", "O", "O", "O", "N", "N", "N", "N", "C", "C", "C", "C", "C", "C", "C", "C", "C", "C", "C", "H", "H", "H", "H", "H", "H", "H", "H", "H", "H", "H"],
  "coordinates": [[0.89638, 1.42868, -0.63072], [0.45044, 2.79176, -2.50327], [2.37455, -0.36310, -0.19618], [-0.56133, 2.66241, -1.31933], [-4.99705, 3.62132, 1.74821], [-0.74314, 0.03336, -0.85192], [-2.86098, -0.26118, -0.96609], [1.52143, 3.15043, 3.07992], [0.69606, 1.25123, -2.60585], [1.69064, 2.99635, -1.56353], [1.37132, 2.22191, 0.93443], [0.19049, 3.59162, -3.60456], [-3.90818, 4.18930, 3.54700], [1.52165, -2.35304, -1.82942], [-4.06263, 3.58632, 2.51355], [-1.95055, 0.21263, -0.40392], [2.21593, -2.92260, 0.29794], [1.32454, -3.77079, -2.26352], [-2.90649, 2.77887, 2.08110], [-2.04439, 1.06231, 0.76994], [1.99778, -4.38652, 0.07044], [-0.59254, 2.31068, 2.18232], [-1.65495, 3.09400, 2.59983], [-3.12834, 1.83566, 1.08077], [0.84712, 2.66321, 2.28728], [2.17202, -4.69504, -1.40733], [1.97294, -2.04652, -0.64445], [-0.83680, 1.19213, 1.40249], [3.22418, -4.60869, -1.68357], [1.40616, -1.62654, -2.51986], [1.86883, -5.72287, -1.59520], [2.72126, -4.91573, 0.68349], [2.66405, -2.62249, 1.15369], [1.61395, -3.82554, -3.30925], [-0.13392, 0.37184, 1.38986], [1.00029, -4.64261, 0.42695], [-1.54046, 3.93648, 3.27416], [0.26291, -4.00356, -2.19427], [-4.08316, 1.78430, 0.56888]],
  "forces_ev_per_a": [[-0.23, -1.91, 4.56], [-0.19, 0.10, -0.75], [-0.52, 0.76, -0.04], [-0.29, 0.39, -0.55], [0.08, -0.27, 0.24], [0.85, -0.08, -0.12], [0.00, 0.07, 0.23], [0.27, 0.08, -0.11], [0.09, 0.53, -1.25], [-0.13, 0.07, -0.19], [1.02, -0.02, -1.41], [0.12, -0.08, 0.20], [-0.10, -0.28, -0.05], [-0.08, -0.26, -0.16], [-0.27, 1.08, -0.12], [-0.53, -0.10, -0.29], [-0.07, -0.26, -0.12], [0.01, 0.02, 0.04], [-0.05, -0.33, -0.06], [-0.07, -0.36, -0.40], [-0.01, 0.10, -0.03], [-0.14, -0.04, -0.05], [0.11, -0.01, 0.20], [-0.36, 0.12, -0.01], [-0.42, 0.18, 0.70], [0.11, 0.14, 0.03], [0.02, -0.07, -0.29], [0.55, 0.46, -0.21], [-0.01, 0.00, 0.00], [-0.01, 0.05, -0.05], [0.01, -0.04, 0.00], [0.07, 0.02, 0.03], [-0.02, -0.02, 0.04], [0.03, 0.05, -0.05], [0.34, -0.28, -0.01], [-0.04, 0.07, 0.02], [-0.02, 0.06, -0.05], [-0.05, 0.05, 0.06], [-0.06, 0.02, 0.03]],
  "lowdin_charge": [1.718, 0.623, 0.895, -0.338, 0.168, -0.159, 0.331, 0.356, -0.385, -0.302, -0.265, -0.035, 0.177, 0.090, -0.329, -0.201, 0.075, -0.085, -0.019, -0.109, -0.081, -0.058, 0.173, 0.171, -0.277, -0.125, -0.627, -0.048, 0.141, 0.153, 0.147, 0.148, 0.157, 0.148, 0.137, 0.144, 0.176, 0.143, 0.172],
  "total_charge": 3,
  "lumo_ha": [-0.5316, -0.5316]
}

---

Calculated ΔE to the lowest compared entry with this formula, charge and spin in order - 34.1; 533.3; 396.1; 2.1 kJ/mol
Calculated energy in order - -36988.3717; -13070.3516; -16051.9595; -61478.3986 eV